Below is 12 unconnected molecules or ions with the total composition C36H72O30, with properties calculated with ωB97M-V with the def2-TZVPD basis set.

The geometry in XYZ format:
```
138
Properties=species:S:1:pos:R:3:lowdin_charge:R:1
C -9.86 -15.70 9.45 0.00
C -9.96 -15.57 7.94 -0.28
C -9.67 -14.14 7.48 -0.05
O -8.22 -14.26 7.39 0.06
C -7.80 -15.50 7.20 -0.63
O -6.71 -15.77 6.92 0.17
O -8.86 -16.34 7.36 0.07
H -9.13 -14.92 9.86 0.12
H -9.60 -16.69 9.67 0.05
H -10.85 -15.50 9.90 0.09
H -10.88 -15.98 7.50 0.14
H -9.99 -13.33 8.11 0.12
H -10.05 -13.91 6.48 0.12
C -5.51 -14.81 9.76 -0.01
C -5.14 -16.20 10.38 -0.27
C -5.13 -16.06 11.94 -0.05
O -6.49 -16.57 12.26 0.06
C -7.01 -17.21 11.24 -0.61
O -7.98 -17.90 11.34 0.13
O -6.19 -17.17 10.16 0.07
H -4.70 -14.09 10.06 0.10
H -6.48 -14.56 10.10 0.07
H -5.52 -14.93 8.67 0.07
H -4.13 -16.65 10.02 0.18
H -5.19 -15.01 12.32 0.13
H -4.33 -16.58 12.51 0.13
C -16.07 -24.02 10.79 -0.02
C -14.62 -23.51 10.62 -0.26
C -13.83 -24.28 9.51 -0.07
O -13.31 -23.25 8.75 0.09
C -13.76 -22.09 9.11 -0.53
O -13.43 -21.04 8.59 0.09
O -14.69 -22.16 10.11 0.08
H -16.09 -24.95 11.37 0.09
H -16.49 -24.10 9.80 0.08
H -16.73 -23.39 11.36 0.07
H -14.10 -23.44 11.62 0.17
H -14.40 -24.94 8.86 0.13
H -12.99 -24.91 9.81 0.14
C -16.79 -19.31 8.36 -0.01
C -16.16 -18.31 7.49 -0.29
C -16.96 -17.81 6.32 -0.05
O -17.22 -16.39 6.55 0.08
C -16.48 -15.94 7.55 -0.56
O -16.41 -14.78 7.89 0.12
O -15.81 -16.98 8.12 0.06
H -16.85 -20.19 7.76 0.09
H -17.81 -18.93 8.66 0.12
H -16.16 -19.43 9.26 0.09
H -15.20 -18.68 7.07 0.13
H -17.91 -18.36 6.31 0.14
H -16.40 -17.95 5.36 0.13
C -7.94 -21.70 10.81 -0.01
C -8.99 -22.00 11.86 -0.27
C -10.40 -21.60 11.42 -0.05
O -11.18 -22.76 11.91 0.04
C -10.34 -23.79 12.18 -0.61
O -10.75 -24.84 12.51 0.17
O -9.06 -23.45 12.04 0.09
H -7.71 -20.67 10.67 0.07
H -8.22 -22.17 9.87 0.09
H -7.01 -22.14 11.15 0.08
H -8.75 -21.61 12.81 0.14
H -10.60 -21.47 10.35 0.13
H -10.69 -20.64 11.86 0.13
C -8.18 -18.28 2.44 0.00
C -8.19 -17.36 3.66 -0.27
C -7.55 -16.03 3.50 -0.11
O -8.52 -15.05 3.90 0.07
C -9.74 -15.67 4.01 -0.53
O -10.76 -15.06 4.07 0.14
O -9.60 -17.01 3.98 0.07
H -8.91 -17.84 1.72 0.10
H -8.53 -19.29 2.66 0.09
H -7.18 -18.35 2.10 0.07
H -7.67 -17.82 4.54 0.17
H -7.16 -15.84 2.54 0.12
H -6.71 -15.89 4.24 0.15
O -13.32 -11.12 7.05 -0.07
C -13.85 -12.47 7.18 -0.21
C -13.33 -13.15 8.46 -0.17
O -13.70 -14.56 8.49 -0.09
H -13.57 -10.78 6.20 0.07
H -14.91 -12.41 7.11 0.11
H -13.54 -13.02 6.31 0.10
H -13.77 -12.61 9.36 0.15
H -12.26 -13.07 8.44 0.09
H -14.66 -14.63 8.44 0.02
O -12.20 -17.13 11.68 -0.10
C -12.45 -18.25 10.79 -0.22
C -13.36 -18.01 9.61 -0.21
O -12.67 -17.36 8.52 -0.08
H -13.04 -16.60 11.74 0.11
H -11.43 -18.48 10.53 0.11
H -12.92 -19.00 11.41 0.11
H -14.22 -17.45 9.93 0.11
H -13.72 -19.03 9.30 0.10
H -12.97 -16.44 8.54 0.04
O -14.88 -15.02 2.58 -0.06
C -15.14 -14.82 3.96 -0.25
C -14.45 -15.91 4.70 -0.17
O -13.25 -16.20 3.95 -0.08
H -13.94 -15.16 2.52 0.07
H -14.76 -13.81 4.25 0.11
H -16.20 -14.65 4.07 0.12
H -15.07 -16.81 4.54 0.10
H -14.17 -15.76 5.75 0.13
H -12.51 -15.84 4.36 0.01
O -11.67 -18.34 2.18 -0.07
C -12.64 -19.05 1.42 -0.25
C -13.39 -20.02 2.24 -0.24
O -14.18 -19.26 3.19 -0.09
H -12.03 -17.46 2.27 0.07
H -13.41 -18.44 0.90 0.14
H -11.97 -19.57 0.70 0.13
H -12.73 -20.71 2.79 0.10
H -14.16 -20.60 1.65 0.14
H -13.57 -18.64 3.65 0.04
O -12.80 -22.24 4.79 -0.06
C -13.34 -23.50 5.07 -0.23
C -14.84 -23.35 5.19 -0.23
O -15.30 -22.29 6.03 -0.06
H -12.32 -21.91 5.54 0.04
H -13.11 -24.03 4.16 0.12
H -12.82 -23.97 5.90 0.12
H -15.33 -24.21 5.64 0.11
H -15.25 -23.29 4.19 0.11
H -14.74 -21.56 5.80 0.06
O -13.18 -18.97 6.04 -0.05
C -11.97 -19.21 5.37 -0.27
C -10.83 -19.61 6.18 -0.20
O -11.07 -20.90 6.80 -0.09
H -12.95 -18.39 6.76 0.05
H -12.08 -19.92 4.60 0.08
H -11.70 -18.26 4.85 0.11
H -10.36 -18.90 6.93 0.14
H -9.99 -19.75 5.52 0.12
H -11.93 -20.84 7.32 0.06
```

Values from the calculation:
**Relative energy (zero: lowest compared OMol25 entry of this formula, charge and spin)**: 33.7 kJ/mol
**SMILES**: C[C@H]1COC(=O)O1.C[C@H]1COC(=O)O1.C[C@H]1COC(=O)O1.C[C@H]1COC(=O)O1.C[C@H]1COC(=O)O1.C[C@H]1COC(=O)O1.OCCO.OCCO.OCCO.OCCO.OCCO.OCCO
**Net charge**: 0


Below is a gas-phase ion, C2H6N3 (charge +1), with properties calculated with ωB97M-V with the def2-TZVPD basis set.

The geometry in XYZ format:
```
11
Properties=species:S:1:pos:R:3:nbo_charge:R:1
C 1.28 -0.11 -0.70 -0.67
C 0.36 0.42 0.36 -0.14
N -1.02 -0.50 0.75 -0.42
N -1.98 -0.20 -0.01 0.25
N -2.82 0.19 -0.66 0.25
H 0.80 -0.20 -1.72 0.24
H 1.94 0.67 -0.96 0.28
H 1.67 -1.11 -0.40 0.25
H 0.90 0.43 1.35 0.24
H -0.05 1.39 0.28 0.22
H -1.09 -0.98 1.71 0.49
```

Values from the calculation:
**Relative energy (zero: lowest compared OMol25 entry of this formula, charge and spin)**: 377.5 kJ/mol
**SMILES**: CCN[N+]#N
**Net charge**: +1


Below is a molecular structure, C4H17N2O4, with properties calculated with ωB97M-V with the def2-TZVPD basis set.

The geometry in XYZ format:
```
27
Properties=species:S:1:pos:R:3:nbo_charge:R:1
C -0.05 0.20 -0.75 -0.25
C -1.48 -0.35 -0.69 -0.44
C -1.59 -1.77 -0.13 -0.11
O -1.69 -1.92 1.24 -0.41
N -0.16 1.53 -1.43 -0.66
C 1.18 1.80 -2.07 -0.05
N 2.23 1.79 -1.10 -0.85
H 0.31 0.33 0.27 0.20
H 0.56 -0.53 -1.29 0.17
H -2.15 0.32 -0.14 0.21
H -1.98 -0.39 -1.68 0.21
H -2.56 -2.16 -0.47 0.24
H -0.82 -2.35 -0.69 0.19
H -1.02 1.42 -1.95 0.36
H 1.49 1.08 -2.83 0.16
H 0.95 2.81 -2.44 0.19
H 2.34 0.93 -0.58 0.39
H 2.24 2.63 -0.55 0.36
H 0.45 -2.82 1.14 0.46
H -0.64 -2.00 1.82 0.45
O 0.50 -2.35 2.00 -0.79
H -1.80 1.72 1.09 0.45
H -0.96 2.87 1.17 0.47
O -1.88 2.65 1.33 -0.92
H 1.76 -1.64 1.28 0.48
H 3.15 -1.16 1.70 0.47
O 2.62 -1.30 0.91 -0.98
```

Values from the calculation:
**Multiplicity**: 2
**Relative energy (zero: lowest compared OMol25 entry of this formula, charge and spin)**: 196.7 kJ/mol
**<S²>**: 0.7592
**Net charge**: 0


Below is a single C4H9NO2 molecule, with properties calculated with ωB97M-V with the def2-TZVPD basis set.

The geometry in XYZ format:
```
16
Properties=species:S:1:pos:R:3:nbo_charge:R:1
C -2.71 0.62 0.64 -0.17
C 1.78 0.82 -0.76 -0.64
C 1.00 -1.27 0.64 -0.64
C 0.62 -0.11 -0.43 0.08
N -1.75 0.14 -0.10 0.20
O -1.78 -0.90 -0.73 -0.33
O -0.47 0.72 0.10 -0.40
H -2.43 1.38 1.29 0.19
H -3.72 0.51 0.34 0.19
H 1.33 1.72 -1.30 0.22
H 2.01 1.25 0.17 0.21
H 2.61 0.51 -1.32 0.23
H 1.54 -2.13 0.13 0.22
H 0.17 -1.76 1.19 0.22
H 1.55 -0.78 1.45 0.20
H 0.26 -0.73 -1.32 0.21
```

Values from the calculation:
**Multiplicity**: 3
**Relative energy (zero: lowest compared OMol25 entry of this formula, charge and spin)**: 153.1 kJ/mol
**<S²>**: 2.0067
**Net charge**: 0


Below is 2 unconnected molecules or ions with the total composition CH6S4, with properties calculated with ωB97M-V with the def2-TZVPD basis set.

The geometry in XYZ format:
```
11
Properties=species:S:1:pos:R:3:nbo_charge:R:1
C 0.56 -0.46 -2.09 -0.82
S 2.16 -1.00 -2.57 0.14
S 3.49 -1.00 -1.03 -0.19
H -0.05 -1.33 -2.05 0.23
H -0.10 0.49 -2.59 0.24
H 0.65 -0.10 -1.01 0.25
H 4.71 -0.34 -1.15 0.15
S -3.38 1.46 1.45 -0.14
S -2.44 0.62 3.06 -0.13
H -4.58 1.74 1.88 0.13
H -1.22 1.09 2.96 0.13
```

Values from the calculation:
**Relative energy (zero: lowest compared OMol25 entry of this formula, charge and spin)**: 177.8 kJ/mol
**SMILES**: CSS.SS
**Net charge**: 0


Below is a molecular structure, C45H44N9O10P3RbS, with properties calculated with ωB97M-V with the def2-TZVPD basis set.

The geometry in XYZ format:
```
113
Properties=species:S:1:pos:R:3:lowdin_charge:R:1
Rb 0.22 -0.66 0.00 1.03
N -0.94 -4.45 0.38 0.05
C 0.08 -3.63 -0.09 -0.97
S 1.45 -3.37 0.94 0.47
N -0.13 -3.19 -1.31 -0.10
N 0.93 -2.56 -1.91 -0.09
C 0.68 -2.20 -3.11 -0.16
C -0.59 -2.30 -3.88 -0.16
C -0.55 -2.90 -5.13 -0.08
C -1.66 -3.02 -5.96 -0.14
C -2.87 -2.50 -5.48 -0.14
C -2.94 -1.89 -4.24 -0.05
C -1.81 -1.73 -3.39 -0.42
O -1.90 -1.05 -2.29 -0.17
H -1.03 -4.44 1.39 0.04
H -1.80 -4.33 -0.13 0.08
H 1.56 -1.85 -3.66 0.09
H 0.41 -3.29 -5.48 0.11
H -1.60 -3.50 -6.92 0.08
H -3.77 -2.59 -6.09 0.09
H -3.89 -1.49 -3.89 0.09
O 2.55 0.22 0.66 -0.45
P 3.37 1.01 -0.30 0.72
C 3.03 0.55 -2.06 -0.27
P 1.52 1.36 -2.67 0.73
O 0.41 1.25 -1.67 -0.50
C 1.89 3.10 -3.03 -0.26
C 2.89 3.49 -3.93 -0.08
C 3.06 4.83 -4.24 -0.08
C 2.22 5.79 -3.68 -0.09
C 1.22 5.40 -2.79 -0.08
C 1.06 4.06 -2.46 -0.07
C 1.17 0.74 -4.31 -0.28
C -0.16 0.64 -4.70 -0.05
C -0.49 0.27 -6.00 -0.06
C 0.52 0.01 -6.92 -0.08
C 1.86 0.09 -6.53 -0.08
C 2.18 0.45 -5.23 -0.10
C 5.14 0.71 -0.09 -0.26
C 5.94 1.53 0.70 -0.07
C 7.27 1.19 0.91 -0.08
C 7.80 0.04 0.35 -0.09
C 7.00 -0.80 -0.41 -0.08
C 5.67 -0.47 -0.63 -0.06
C 3.12 2.77 -0.10 -0.29
C 2.05 3.13 0.72 -0.04
C 1.80 4.48 0.97 -0.06
C 2.61 5.45 0.40 -0.08
C 3.68 5.09 -0.43 -0.09
C 3.93 3.75 -0.68 -0.10
H 2.85 -0.53 -2.06 0.07
H 3.89 0.79 -2.69 0.07
H 3.54 2.76 -4.39 0.10
H 3.83 5.13 -4.94 0.10
H 2.34 6.84 -3.93 0.10
H 0.58 6.15 -2.34 0.11
H 0.30 3.75 -1.75 0.08
H -0.95 0.78 -3.96 0.09
H -1.53 0.15 -6.28 0.11
H 0.26 -0.30 -7.92 0.10
H 2.64 -0.15 -7.24 0.10
H 3.22 0.49 -4.94 0.10
H 5.53 2.42 1.15 0.11
H 7.90 1.84 1.52 0.10
H 8.84 -0.22 0.52 0.10
H 7.40 -1.71 -0.83 0.10
H 5.04 -1.14 -1.20 0.11
H 1.41 2.37 1.16 0.09
H 0.97 4.75 1.61 0.09
H 2.42 6.50 0.60 0.10
H 4.30 5.85 -0.88 0.10
H 4.76 3.47 -1.32 0.12
O 0.57 -1.64 7.45 0.06
N 0.49 -0.45 7.21 -0.37
O 0.69 0.43 8.03 0.05
C 0.16 -0.05 5.84 -0.14
C 0.02 1.29 5.54 0.06
C -0.28 1.67 4.26 -0.04
C -0.38 0.73 3.15 -0.30
O -0.45 1.05 1.96 -0.16
C -0.38 -0.66 3.61 -0.04
C -0.08 -1.03 4.87 0.08
N -0.80 -1.73 2.68 -0.35
O -1.63 -1.47 1.78 -0.09
O -0.37 -2.83 2.88 -0.01
N -0.49 3.12 4.06 -0.34
O -0.58 3.82 5.06 0.05
O -0.54 3.55 2.93 0.04
H 0.13 2.03 6.32 0.13
H -0.03 -2.07 5.14 0.14
C -4.94 1.49 0.45 -0.13
N -3.98 0.59 -0.30 -0.04
C -4.13 0.83 -1.82 -0.10
N -3.95 2.22 -2.11 -0.14
C -4.88 3.04 -1.34 -0.18
N -4.75 2.87 0.10 -0.15
C -3.44 3.39 0.58 -0.31
P -1.93 2.55 -0.13 1.09
C -2.56 0.81 0.18 -0.30
C -2.54 2.64 -1.90 -0.30
H -4.77 1.33 1.51 0.14
H -5.94 1.17 0.17 0.13
H -4.20 -0.38 -0.11 0.19
H -5.14 0.52 -2.06 0.14
H -3.38 0.19 -2.28 0.09
H -5.90 2.76 -1.63 0.13
H -4.72 4.09 -1.58 0.13
H -3.40 3.32 1.67 0.09
H -3.40 4.45 0.33 0.09
H -2.52 0.59 1.24 0.07
H -1.94 0.08 -0.33 -0.01
H -1.88 1.99 -2.49 0.06
H -2.42 3.66 -2.27 0.09
```

Values from the calculation:
**Relative energy (zero: lowest compared OMol25 entry of this formula, charge and spin)**: 15.1 kJ/mol
**Net charge**: -1


Below is a gas-phase ion, C13H20BN2O4 (charge -1), with properties calculated with ωB97M-V with the def2-TZVPD basis set.

The geometry in XYZ format:
```
40
Properties=species:S:1:pos:R:3:nbo_charge:R:1
N 4.64 -0.81 1.72 -0.84
C 4.81 -0.54 0.28 -0.21
C 3.56 -0.92 -0.50 -0.42
C 2.32 -0.10 -0.15 0.07
C 1.03 -0.92 0.06 -0.06
O 0.08 -0.41 -0.82 -0.74
B 0.57 0.86 -1.44 1.00
O 0.34 0.93 -2.90 -0.95
C -0.15 2.19 -0.80 -0.71
C -0.55 2.08 0.69 -0.52
C -2.01 2.19 1.02 0.73
O -2.43 2.69 2.04 -0.56
N -2.97 1.66 0.07 -0.69
C -3.31 0.29 0.14 0.18
C -4.35 -0.16 -0.67 -0.25
C -4.74 -1.49 -0.66 -0.20
C -4.10 -2.39 0.19 -0.26
C -3.08 -1.94 1.01 -0.21
C -2.68 -0.61 0.99 -0.19
O 2.04 0.80 -1.19 -0.74
H 5.29 -0.25 2.26 0.35
H 4.89 -1.77 1.91 0.34
H 5.68 -1.09 -0.12 0.15
H 5.02 0.53 0.15 0.19
H 3.76 -0.82 -1.57 0.22
H 3.38 -1.99 -0.32 0.18
H 2.54 0.45 0.78 0.15
H 1.17 -2.00 -0.08 0.14
H 0.70 -0.80 1.12 0.13
H 1.13 0.55 -3.31 0.46
H -1.00 2.48 -1.42 0.18
H 0.58 3.00 -0.89 0.21
H -0.18 1.14 1.11 0.24
H -0.08 2.87 1.28 0.21
H -2.72 1.93 -0.87 0.40
H -4.85 0.56 -1.31 0.21
H -5.54 -1.82 -1.30 0.20
H -4.39 -3.43 0.20 0.20
H -2.57 -2.64 1.66 0.20
H -1.87 -0.30 1.63 0.21
```

Values from the calculation:
**Relative energy (zero: lowest compared OMol25 entry of this formula, charge and spin)**: 0.0 kJ/mol
**Net charge**: -1


Below is a single C7H12 molecule, with properties calculated with ωB97M-V with the def2-TZVPD basis set.

The geometry in XYZ format:
```
19
Properties=species:S:1:pos:R:3:nbo_charge:R:1
C -3.58 1.74 0.75 -0.68
C -2.13 1.53 0.73 -0.01
C -0.94 1.34 0.70 -0.02
C 0.47 0.96 0.58 -0.46
C 0.59 -0.39 -0.15 -0.37
C 2.03 -0.85 -0.40 -0.40
C 2.06 -2.21 -1.09 -0.60
H -4.09 0.87 0.34 0.23
H -3.86 2.61 0.14 0.23
H -3.94 1.91 1.76 0.23
H 0.94 0.90 1.57 0.22
H 1.02 1.73 0.02 0.22
H 0.06 -1.15 0.44 0.20
H 0.06 -0.31 -1.11 0.20
H 2.57 -0.90 0.55 0.19
H 2.54 -0.10 -1.02 0.19
H 1.66 -2.99 -0.43 0.20
H 1.45 -2.20 -2.00 0.20
H 3.08 -2.50 -1.37 0.21
```

Values from the calculation:
**Relative energy (zero: lowest compared OMol25 entry of this formula, charge and spin)**: 122.9 kJ/mol
**SMILES**: CC#CCCCC
**Net charge**: 0


Below is a molecular structure, C4H8O2, with properties calculated with ωB97M-V with the def2-TZVPD basis set.

The geometry in XYZ format:
```
14
Properties=species:S:1:pos:R:3:nbo_charge:R:1
C 2.08 0.47 -0.22 -0.30
C 0.71 -0.89 0.29 0.32
O 0.93 0.34 0.76 -0.56
C -0.72 -1.07 -0.06 -0.62
C -1.72 0.02 0.29 -0.08
O -1.48 1.25 -0.36 -0.72
H 2.97 -0.13 -0.02 0.23
H 1.84 0.39 -1.30 0.20
H 2.18 1.52 -0.01 0.20
H -0.73 -1.26 -1.15 0.25
H -0.97 -2.03 0.39 0.25
H -1.74 0.15 1.39 0.16
H -2.72 -0.28 -0.01 0.19
H -0.63 1.54 0.01 0.47
```

Values from the calculation:
**Relative energy (zero: lowest compared OMol25 entry of this formula, charge and spin)**: 503.5 kJ/mol
**Net charge**: 0


Below is a single C5H12N2 molecule, with properties calculated with ωB97M-V with the def2-TZVPD basis set.

The geometry in XYZ format:
```
19
Properties=species:S:1:pos:R:3:nbo_charge:R:1
C 2.03 0.51 -0.06 -0.48
C 0.79 0.95 -0.58 0.17
N 0.53 1.68 -1.77 -0.85
C -0.40 -0.14 -0.62 -0.44
C -0.71 -0.51 0.86 -0.08
C 0.14 -1.65 1.30 -0.63
N -2.20 -0.63 0.96 -0.81
H 3.01 0.83 -0.58 0.21
H 2.11 -0.46 0.69 0.22
H 1.32 2.12 -2.36 0.37
H -0.07 2.51 -1.69 0.37
H -1.25 0.29 -1.07 0.20
H -0.22 -0.88 -1.33 0.22
H -0.51 0.26 1.66 0.20
H 0.50 -1.63 2.41 0.22
H 1.01 -1.79 0.65 0.21
H -0.26 -2.64 1.13 0.22
H -2.33 -1.29 0.14 0.33
H -2.64 0.33 0.61 0.35
```

Values from the calculation:
**Relative energy (zero: lowest compared OMol25 entry of this formula, charge and spin)**: 379.9 kJ/mol
**SMILES**: C=C(N)C[C@H](C)N
**Net charge**: 0


Below is a single CH3N5O2 molecule, with properties calculated with ωB97M-V with the def2-TZVPD basis set.

The geometry in XYZ format:
```
11
Properties=species:S:1:pos:R:3:nbo_charge:R:1
N 2.01 1.27 0.29 -0.61
C 2.15 0.12 0.00 0.60
N 1.79 -1.06 -0.11 -0.38
N 0.40 -1.05 -0.34 -0.29
N -0.13 0.20 -0.32 -0.11
N -1.33 0.32 -0.09 0.53
O -2.00 1.33 -0.16 -0.45
O -2.04 -0.86 0.32 -0.61
H 2.18 2.08 -0.28 0.41
H -0.07 -1.75 0.23 0.39
H -2.96 -0.60 0.47 0.50
```

Values from the calculation:
**Relative energy (zero: lowest compared OMol25 entry of this formula, charge and spin)**: 305.8 kJ/mol
**SMILES**: N=C=NN/N=[N+](/[O-])O
**Net charge**: 0


Below is a single C5H8O molecule, with properties calculated with ωB97M-V with the def2-TZVPD basis set.

The geometry in XYZ format:
```
14
Properties=species:S:1:pos:R:3:nbo_charge:R:1
C -1.30 1.83 -1.30 -0.48
C -1.58 1.30 -0.14 0.08
C -1.26 0.52 0.86 -0.32
C 0.16 -0.03 0.45 -0.06
O 0.86 -1.03 1.13 -0.54
C 1.11 -2.19 0.37 -0.24
H -0.68 2.73 -1.36 0.22
H -1.56 1.34 -2.23 0.22
H -1.84 0.37 1.77 0.24
H 0.79 0.87 0.43 0.18
H -0.01 -0.35 -0.58 0.17
H 0.39 -2.98 0.63 0.17
H 1.04 -2.03 -0.72 0.17
H 2.12 -2.55 0.59 0.19
```

Values from the calculation:
**Relative energy (zero: lowest compared OMol25 entry of this formula, charge and spin)**: 342.9 kJ/mol
**SMILES**: C=C=CCOC
**Net charge**: 0